The following is a quantum chemistry calculation of a gas-phase ion, C4H14N3 (charge +1) at a distorted geometry, from OMol25.

XYZ file:
```
21
Properties=species:S:1:pos:R:3:forces:R:3:nbo_charge:R:1
N 0.617148 2.255090 0.182010 1.9 -0.1 0.0 -0.675
C -0.552119 1.482599 0.600391 -1.4 0.3 2.5 -0.256
C -1.123955 0.783141 -0.572478 -2.4 -0.8 -3.0 -0.297
N -0.193199 -0.159888 -1.234213 0.5 -0.2 1.4 -0.674
C -0.353061 -1.544521 -0.741730 -1.7 -0.6 1.6 -0.254
C 0.182666 -1.775853 0.683544 0.8 0.3 0.7 -0.226
N 1.616285 -1.624302 0.849718 0.4 0.7 0.0 -0.843
H 1.392220 1.617178 -0.102240 -0.5 0.2 0.4 0.456
H 0.921562 2.841615 0.991563 0.0 -0.2 -1.2 0.458
H 0.441894 2.766246 -0.692412 -0.2 0.5 0.6 0.446
H -1.184075 2.217503 1.203444 0.1 -1.0 -1.4 0.244
H -0.260549 0.776690 1.387466 0.4 0.2 -0.4 0.247
H -1.534298 1.512265 -1.318030 1.0 0.0 0.3 0.225
H -2.127735 0.275950 -0.474236 1.0 0.2 1.2 0.246
H -0.160477 -0.121986 -2.237791 -0.3 0.2 -0.1 0.400
H -1.423052 -1.772573 -0.535981 0.0 0.3 -0.7 0.178
H -0.046030 -2.356015 -1.397941 0.5 0.5 -0.4 0.229
H -0.021693 -2.771626 1.105045 -0.5 0.2 -0.6 0.228
H -0.309210 -1.073304 1.405448 0.1 -0.6 -0.6 0.156
H 2.151708 -2.455536 0.635448 -0.2 0.0 -0.1 0.376
H 1.965970 -0.872674 0.262976 0.1 -0.2 0.0 0.335
```
Positions in Å, forces in eV/Å.

Output
energy above the lowest of the compared OMol25 structures with the same formula, charge and spin	48.31	kcal per mole
HOMO energy	-12.33	eV
F_max	3.982	eV/A
energy	-8837.928	eV
charge	+1